1.
Density functional theory data (ωB97M-V/def2-TZVPD) for a 6-piece molecular cluster, C34H48F15N3O13 overall in a non-equilibrium geometry.

```
113
Properties=species:S:1:pos:R:3
C 2.858 4.720 2.546
O 3.813 3.975 1.749
C 3.580 2.563 1.966
C 2.531 1.910 0.891
C 2.444 0.331 1.314
C 1.271 -0.461 0.553
C -0.180 -0.335 1.239
C -0.199 -0.482 2.841
C -0.013 0.891 3.659
C -0.874 2.133 3.088
C -2.411 1.792 2.773
C -3.080 2.677 1.612
C -2.178 2.857 0.298
N -1.510 3.246 -0.628
C -3.666 4.097 2.172
C -4.798 4.551 1.100
N -5.490 4.900 0.171
O -4.285 1.928 1.176
N -3.961 1.246 0.015
O -3.757 0.093 0.266
H 2.936 5.825 2.206
H 3.058 4.685 3.678
H 1.796 4.311 2.348
H 3.221 2.301 3.027
H 4.570 1.981 1.788
H 3.065 1.993 -0.136
H 1.507 2.419 0.909
H 3.444 -0.126 0.938
H 2.444 0.199 2.458
H 1.173 -0.017 -0.517
H 1.531 -1.582 0.396
H -0.674 0.614 0.832
H -0.811 -1.221 0.827
H -1.218 -0.930 3.176
H 0.596 -1.266 3.157
H -0.409 0.694 4.735
H 1.090 1.207 3.803
H -0.853 2.940 3.926
H -0.282 2.577 2.215
H -3.004 2.030 3.743
H -2.631 0.695 2.536
H -2.844 4.882 2.292
H -4.242 3.870 3.143
C -2.699 0.762 -2.995
C -3.461 1.532 -4.055
O -2.948 1.231 -5.363
C -3.419 0.104 -5.940
O -4.218 -0.639 -5.425
C -2.832 -0.065 -7.339
F -1.503 0.187 -7.379
F -3.405 0.776 -8.229
F -2.997 -1.310 -7.828
H -1.625 0.952 -3.080
H -3.030 1.049 -1.996
H -2.842 -0.315 -3.111
H -3.322 2.604 -3.901
H -4.536 1.335 -4.001
C 3.163 0.678 -5.258
C 2.082 -0.275 -5.731
O 2.112 -1.491 -4.967
C 1.470 -1.460 -3.779
O 0.897 -0.493 -3.342
C 1.537 -2.826 -3.100
F 2.776 -3.380 -3.164
F 0.690 -3.711 -3.672
F 1.211 -2.778 -1.794
H 4.142 0.191 -5.281
H 3.195 1.569 -5.890
H 2.987 0.992 -4.226
H 2.267 -0.552 -6.771
H 1.092 0.188 -5.692
C 2.318 -5.966 -3.663
C 1.826 -6.860 -4.784
O 2.930 -7.347 -5.563
C 3.569 -8.432 -5.072
O 3.271 -8.987 -4.045
C 4.682 -8.870 -6.021
F 5.414 -7.831 -6.479
F 4.192 -9.502 -7.112
F 5.553 -9.722 -5.445
H 2.939 -5.164 -4.059
H 1.481 -5.532 -3.122
H 2.934 -6.526 -2.955
H 1.193 -6.283 -5.462
H 1.220 -7.687 -4.404
C -6.570 -0.944 0.908
C -7.651 -1.893 0.428
O -7.643 -3.100 1.206
C -8.304 -3.052 2.384
O -8.875 -2.075 2.800
C -8.258 -4.411 3.078
F -7.030 -4.973 3.039
F -9.102 -5.297 2.503
F -8.603 -4.343 4.379
H -5.595 -1.439 0.905
H -6.520 -0.061 0.267
H -6.759 -0.617 1.933
H -7.453 -2.183 -0.606
H -8.638 -1.422 0.447
C 6.198 6.631 7.546
C 6.679 5.271 8.011
O 5.790 4.239 7.557
C 5.987 3.800 6.293
O 6.839 4.224 5.554
C 5.011 2.674 5.961
F 3.750 2.938 6.374
F 5.366 1.510 6.549
F 4.931 2.425 4.639
H 5.163 6.800 7.858
H 6.826 7.425 7.958
H 6.218 6.705 6.456
H 6.674 5.233 9.102
H 7.705 5.074 7.687
```

Computed properties:
Total charge: 0
HOMO: -9.73 eV
Molecular weight: 991.74 g mol⁻¹
Structure (SMILES): COCCCCCCCCC[C@](C#N)(CC#N)ON=O.CCOC(=O)C(F)(F)F.CCOC(=O)C(F)(F)F.CCOC(=O)C(F)(F)F.CCOC(=O)C(F)(F)F.CCOC(=O)C(F)(F)F

These are the Löwdin partial charges, in e, on atoms 1 to 5: number 1, C, carries -0.12; number 2, O, carries -0.22; number 3, C, carries -0.25; number 4, C, carries -0.15; number 5, C, carries -0.20

2.
Density functional theory data (ωB97M-V/def2-TZVPD) for a 5-piece molecular cluster, C34H48F5N4O11S4 overall in a non-equilibrium geometry.

```
106
Properties=species:S:1:pos:R:3
C -3.815 -7.561 -1.553
C -2.295 -7.951 -1.716
S -1.099 -6.573 -1.503
C -1.721 -5.071 -2.350
C -1.437 -3.761 -1.519
C -1.683 -2.503 -2.217
C -1.420 -1.282 -1.466
C -1.611 0.122 -2.065
C -0.335 1.047 -2.010
C -0.092 1.906 -3.295
C 1.392 2.462 -3.184
C 1.604 3.388 -1.924
C 2.707 2.876 -0.916
C 3.710 4.002 -0.450
S 4.645 4.630 -1.908
C 6.254 5.072 -1.203
N 7.446 4.798 -1.730
N 8.379 5.318 -0.869
C 7.721 5.912 0.109
O 6.363 5.789 -0.028
C -0.996 -1.580 -0.098
S -0.637 -0.156 0.973
N -0.870 -2.835 0.360
S -0.408 -3.069 2.065
O -1.385 -2.479 2.970
O -0.422 -4.484 2.377
C 1.342 -2.524 2.406
F 1.940 -1.906 1.334
F 2.094 -3.646 2.605
C 1.515 -1.685 3.751
F 1.270 -0.374 3.599
F 0.868 -2.246 4.789
F 2.849 -1.788 4.057
N -1.040 -3.985 -0.266
H -4.297 -7.637 -2.563
H -3.888 -6.509 -1.195
H -4.367 -8.220 -0.834
H -2.089 -8.479 -2.684
H -2.047 -8.703 -0.922
H -1.174 -4.944 -3.323
H -2.810 -5.125 -2.628
H -2.045 -2.514 -3.262
H -2.530 0.621 -1.652
H -1.845 -0.036 -3.155
H -0.497 1.759 -1.159
H 0.592 0.471 -1.736
H -0.780 2.791 -3.328
H -0.206 1.286 -4.218
H 2.044 1.552 -3.069
H 1.626 3.043 -4.105
H 0.653 3.491 -1.335
H 1.890 4.437 -2.195
H 3.315 2.038 -1.337
H 2.240 2.490 0.035
H 3.200 4.813 0.134
H 4.463 3.539 0.243
H 8.124 6.464 0.978
H -1.743 0.657 0.948
O -1.326 3.707 -0.284
C -2.419 3.906 -0.744
O -2.805 3.480 -1.971
C -4.125 3.976 -2.262
C -4.742 4.275 -0.911
C -3.532 4.688 -0.088
H -4.031 4.868 -2.884
H -4.686 3.221 -2.811
H -5.524 5.032 -0.953
H -5.177 3.364 -0.491
H -3.320 5.755 -0.182
H -3.641 4.410 0.959
O 0.669 6.364 -1.823
C 0.723 7.069 -0.854
O 1.198 8.339 -0.875
C 1.229 8.865 0.461
C 0.229 8.034 1.239
C 0.329 6.682 0.553
H 2.245 8.766 0.850
H 0.960 9.921 0.443
H 0.436 8.002 2.309
H -0.777 8.441 1.104
H 1.118 6.062 0.985
H -0.620 6.152 0.561
O 7.157 -7.494 2.528
C 6.261 -6.835 2.965
O 4.983 -7.286 3.093
C 4.139 -6.219 3.544
C 5.070 -5.226 4.212
C 6.350 -5.393 3.409
H 3.627 -5.791 2.677
H 3.393 -6.611 4.235
H 4.682 -4.207 4.216
H 5.246 -5.523 5.248
H 6.365 -4.751 2.527
H 7.235 -5.226 4.020
O -5.406 -4.581 -1.612
C -5.368 -3.926 -0.609
O -4.888 -2.654 -0.563
C -4.879 -2.194 0.800
C -5.895 -3.059 1.519
C -5.786 -4.377 0.769
H -3.869 -2.318 1.204
H -5.145 -1.138 0.831
H -5.707 -3.145 2.588
H -6.896 -2.643 1.386
H -5.006 -5.020 1.184
H -6.738 -4.903 0.735
```

Computed properties:
Total charge: +1
HOMO: -10.44 eV
Molecular weight: 912.03 g mol⁻¹

These are the Löwdin partial charges, in e, on atoms 1 to 5: number 1, C, carries -0.15; number 2, C, carries -0.52; number 3, S, carries 0.86; number 4, C, carries -0.41; number 5, C, carries -0.23